Entry 1:
{"formula": "C31H33GaN5O4", "method": "wB97M-V/def2-TZVPD", "symbols": ["Ga", "O", "O", "O", "O", "N", "N", "N", "N", "N", "C", "C", "C", "C", "C", "C", "C", "C", "C", "C", "C", "C", "C", "C", "C", "C", "C", "C", "C", "C", "C", "C", "C", "C", "C", "C", "C", "C", "C", "C", "C", "H", "H", "H", "H", "H", "H", "H", "H", "H", "H", "H", "H", "H", "H", "H", "H", "H", "H", "H", "H", "H", "H", "H", "H", "H", "H", "H", "H", "H", "H", "H", "H", "H"], "positions_angstrom": [[-0.01284, 1.23599, 0.17774], [1.09109, 0.94650, -1.43104], [0.59139, -0.57672, 0.95164], [-0.79004, 2.92861, 0.52725], [1.61734, -5.62926, -0.71442], [-2.64451, 1.47991, -1.17689], [-2.01002, 0.54614, -0.28636], [1.53821, 2.34940, 0.91340], [0.85066, -2.84520, -0.25957], [1.21342, 3.55167, 1.44707], [-3.68244, -0.41652, -1.42761], [0.32233, -1.15574, 2.07001], [-0.57240, 7.32539, 2.57389], [2.86403, 2.07964, 0.71168], [3.09940, 0.02683, -2.43325], [0.27812, -2.75091, -2.65170], [2.37574, -6.75554, -1.03466], [-4.69984, 1.58133, -2.69765], [3.17523, 1.02334, -0.18913], [-1.52984, 5.67806, 0.47868], [-0.25894, -0.48605, 3.19947], [-2.03836, 6.92383, 0.68881], [-2.65544, -0.60727, -0.47614], [-0.09037, 3.78755, 1.20014], [-0.60957, 5.16206, 1.39256], [0.59644, -3.38635, 0.97016], [0.01737, -3.36074, -3.89117], [3.95742, 2.82782, 1.47045], [-0.17437, 5.97072, 2.45997], [-0.07871, -2.51043, 4.49841], [0.95313, -5.45007, -3.00881], [0.35475, -3.19598, 3.41618], [0.48325, -2.60162, 2.11762], [-3.68292, 0.89772, -1.83383], [2.38249, 0.70227, -1.30352], [0.65929, -3.50203, -1.48936], [-1.53781, 7.80093, 1.70626], [-2.66262, -1.86631, 0.37693], [1.08039, -4.88633, -1.76582], [-0.36207, -1.08755, 4.40611], [0.41331, -4.66806, -4.10560], [-0.24150, 7.91195, 3.44558], [0.20494, -1.63012, -2.54933], [-0.46858, -2.75851, -4.67083], [-2.18392, -2.64205, -0.20589], [-2.03192, -1.72051, 1.26717], [4.36223, 2.22747, 2.26841], [1.66752, -7.55075, -1.29562], [-4.55513, 2.65995, -2.80330], [1.31597, -6.46048, -3.17900], [-4.68619, 1.07895, -3.71976], [4.81358, 2.98061, 0.83657], [0.52576, -4.48636, 0.94586], [0.81013, -1.80153, -0.30308], [-0.68788, -0.49801, 5.26973], [-0.61087, 0.53429, 3.09796], [-0.32826, -3.00704, 5.45519], [3.58628, 3.72236, 1.90199], [-1.91943, 8.80091, 1.92310], [-2.54932, 2.42347, -0.88607], [-1.96011, 5.12653, -0.39270], [2.81572, -1.01579, -2.55173], [0.26624, -5.20144, -5.00770], [-3.68965, -2.12359, 0.67221], [-4.37557, -1.14060, -1.81014], [-2.79638, 7.36952, 0.04768], [2.88304, -7.07687, -0.09133], [3.24442, -6.57100, -1.70509], [0.58713, 5.47297, 3.10576], [2.87182, 0.42798, -3.38599], [-5.68861, 1.34456, -2.27255], [0.63168, -4.27571, 3.48703], [4.14475, 0.02797, -2.25706], [4.22045, 0.76387, -0.21492]], "charge": 1, "lumo_ev": -3.68, "e_above_lowest_kj_mol": 37.5, "largest_force_ev_per_a": 3.70, "energy_ha": -3700.41408}

=====

Entry 2:
{"formula": "C31H33N3O2S", "method": "wB97M-V/def2-TZVPD", "symbols": ["S", "O", "O", "N", "N", "N", "C", "C", "C", "C", "C", "C", "C", "C", "C", "C", "C", "C", "C", "C", "C", "C", "C", "C", "C", "C", "C", "C", "C", "C", "C", "C", "C", "C", "C", "C", "C", "H", "H", "H", "H", "H", "H", "H", "H", "H", "H", "H", "H", "H", "H", "H", "H", "H", "H", "H", "H", "H", "H", "H", "H", "H", "H", "H", "H", "H", "H", "H", "H", "H"], "positions_angstrom": [[-0.27167, 4.30775, -0.64181], [-1.39774, -4.35772, -1.56184], [3.87245, 1.23862, 2.08558], [1.67421, -4.31041, 1.06284], [-2.28196, -0.93426, -1.58032], [-2.57659, -2.81257, -2.80889], [2.38680, -3.50821, -2.35798], [3.38978, -4.42631, -2.70643], [3.09351, 2.36379, 0.14688], [2.37005, -4.49832, -0.12801], [0.86793, -2.76647, -0.36782], [3.35615, -5.41697, -0.46952], [-3.17247, 1.33100, -1.61876], [3.65100, 0.81699, 3.45005], [-2.58310, -0.70815, -4.04687], [-1.78166, -3.20894, -1.77319], [-4.94191, 5.95576, -1.70950], [-4.17418, 4.94661, -1.13606], [-5.73225, 4.39547, -3.38814], [-2.39226, 0.31192, -1.07482], [-3.05002, -3.77466, -3.77764], [-3.02039, -1.42182, -2.76209], [0.05558, -1.67141, -0.95940], [3.86756, -5.36987, -1.77861], [0.74424, 3.09087, 1.51314], [-4.53759, -1.38013, -2.54214], [0.91281, 3.46274, 0.14672], [2.89693, 1.98010, 1.50354], [-4.14889, 3.63056, -1.67559], [-4.96467, 3.38342, -2.81653], [-3.32469, 2.60750, -1.09112], [0.77980, -3.26377, 0.92455], [-1.46291, -1.96649, -0.93644], [-5.72620, 5.68698, -2.84388], [1.88241, -3.53451, -1.05990], [2.12819, 3.08623, -0.50954], [1.70882, 2.36690, 2.17945], [3.57166, 1.68329, 4.11719], [-2.77017, 0.36529, -3.99688], [-1.80195, -2.13764, 0.10434], [-3.13072, -1.12411, -4.90150], [-4.78290, -1.98927, -1.66087], [-2.77812, 2.86106, -0.17983], [1.81570, -4.83860, 1.91767], [-3.55469, 5.15174, -0.25978], [-0.16571, 3.38594, 2.02719], [0.22343, -0.72596, -0.41010], [-1.50474, -0.85996, -4.19682], [-4.99471, 2.38472, -3.25343], [1.56178, 2.08305, 3.22339], [-1.81482, 0.49937, -0.16350], [-4.93622, 6.95965, -1.27779], [-5.04701, -1.78279, -3.42561], [-4.13319, -3.93169, -3.69239], [3.80955, -4.40895, -3.71366], [2.74086, 0.21068, 3.53090], [-3.70882, 1.10258, -2.53610], [-2.82834, -3.43284, -4.79473], [1.98356, -2.77118, -3.05604], [-2.54170, -4.72661, -3.60002], [4.02039, 2.06381, -0.34071], [4.52670, 0.22344, 3.70050], [-6.34119, 4.17160, -4.26702], [4.64526, -6.07253, -2.08107], [0.36889, -1.52187, -2.00795], [-6.32938, 6.47380, -3.29882], [0.11996, -2.94249, 1.72671], [2.26747, 3.38469, -1.54490], [3.70125, -6.13019, 0.27949], [-4.89190, -0.36462, -2.36315]], "lumo_ev": -1.85, "e_above_lowest_kj_mol": 241.0, "largest_force_ev_per_a": 3.05, "energy_ha": -1913.94127}

=====

Entry 3:
{"formula": "C31H34AsO6PSSe2V", "method": "wB97M-V/def2-TZVPD", "symbols": ["Se", "Se", "As", "V", "S", "P", "O", "O", "O", "O", "O", "O", "C", "C", "C", "C", "C", "C", "C", "C", "C", "C", "C", "C", "C", "C", "C", "C", "C", "C", "C", "C", "C", "C", "C", "C", "C", "C", "C", "C", "C", "C", "C", "H", "H", "H", "H", "H", "H", "H", "H", "H", "H", "H", "H", "H", "H", "H", "H", "H", "H", "H", "H", "H", "H", "H", "H", "H", "H", "H", "H", "H", "H", "H", "H", "H", "H"], "positions_angstrom": [[-2.34784, 1.67112, 3.59338], [-1.59054, 3.69702, 0.98218], [1.07066, -2.39478, -1.42412], [-2.32054, 1.60872, 1.35478], [-4.20204, 0.26192, 1.36958], [-0.66094, 0.56432, -0.03012], [-2.82894, -0.18748, 1.79848], [-4.68314, -0.54928, 0.29808], [-3.90064, 1.66952, 0.78348], [-3.00604, 6.22152, 4.91098], [-5.03454, 0.47122, 2.51298], [0.20516, 3.03622, 3.13578], [-2.53324, -0.96568, -1.44452], [-2.10884, 3.41752, 4.57538], [1.44456, -4.33408, 0.74108], [-1.66694, 5.87072, 4.70438], [-3.26704, -2.11668, -1.67932], [2.24946, -2.81628, -2.94302], [3.49166, -3.54998, -0.21152], [-2.18844, -3.18908, 0.17148], [-0.29314, 1.42762, -1.60832], [3.02756, -1.93868, -3.68312], [-3.10224, -3.22418, -0.87132], [0.01386, 4.34892, 3.62848], [-1.40994, -2.06798, 0.37358], [2.10176, -3.51318, -0.16762], [2.15706, -5.15848, 1.59568], [4.20546, -4.37988, 0.63218], [2.18436, -4.15008, -3.34632], [1.80136, -0.63488, -0.84272], [-1.56034, -0.95188, -0.45412], [0.38296, 2.83102, -3.92342], [1.07396, -0.00258, 0.34448], [3.67506, -3.71888, -5.16412], [-1.49064, 4.59582, 3.82898], [3.73926, -2.39008, -4.78402], [-0.42164, 0.82802, -2.85972], [0.24766, 2.71182, -1.52942], [2.89446, -4.60458, -4.43772], [-2.20564, 4.83822, 2.49208], [-0.10144, 1.53622, -4.00672], [3.53966, -5.18358, 1.54228], [0.58416, 3.40622, -2.67852], [1.60366, 0.90772, 0.66368], [1.04516, -0.68248, 1.20358], [1.63406, -5.79288, 2.29588], [-0.21844, 1.06222, -4.97072], [0.36176, -4.33398, 0.76768], [1.75516, 0.04992, -1.69352], [-2.74744, -0.06888, -2.01132], [3.08336, -0.89228, -3.40482], [-3.43374, 6.34782, 4.05618], [4.02076, -2.93708, -0.93282], [4.34576, -1.70108, -5.35512], [2.83666, -5.64278, -4.72982], [-3.28024, 4.64482, 2.58228], [0.52956, 4.47332, 4.58868], [-3.72524, -4.09438, -1.01262], [4.09726, -5.83218, 2.20138], [-1.25934, 5.69772, 5.70438], [-0.76224, -0.19758, -2.94462], [0.40126, 5.07732, 2.90398], [-3.10234, 3.70232, 4.93428], [0.61836, 3.38292, -4.82182], [5.28426, -4.41058, 0.57138], [-0.73174, -2.02308, 1.21868], [-1.49034, 3.16452, 5.43908], [-1.11914, 6.70772, 4.24248], [1.00686, 4.39662, -2.60192], [2.85536, -0.75918, -0.57422], [-2.10424, -4.03188, 0.84248], [4.22626, -4.06598, -6.02532], [1.55866, -4.83178, -2.77362], [0.42706, 3.16472, -0.55942], [1.12976, 2.79702, 3.25008], [-3.99524, -2.12748, -2.47402], [-2.01684, 5.85772, 2.13928]], "spin_multiplicity": 2, "lumo_ev": [-0.90, -0.43], "largest_force_ev_per_a": 5.97, "energy_ha": -10375.25903, "s_squared": 0.801}